A molecular structure, C37H42N4P2Pd at a distorted geometry, computed with ωB97M-V/def2-TZVPD.

Structure (XYZ):
```
86
Properties=species:S:1:pos:R:3:lowdin_spin:R:1
Pd 0.47 -1.10 -1.19 0.3719
C 2.21 -2.05 -1.70 -0.0062
C 2.53 -0.66 -1.74 0.0972
C 2.58 0.07 -3.02 0.0168
C 1.35 -0.21 -3.92 0.0020
C 0.13 -0.66 -3.16 0.0338
C -0.30 -1.97 -2.97 0.1073
C 0.47 -3.23 -3.09 0.0173
C 1.96 -3.04 -2.79 -0.0006
C -1.72 -0.91 -0.93 0.2437
H 2.79 -2.50 -0.91 -0.0001
H 3.28 -0.39 -0.98 0.0067
H 3.52 -0.23 -3.52 0.0055
H 2.71 1.15 -2.88 0.0015
H 1.07 0.72 -4.46 0.0003
H 1.61 -0.97 -4.66 0.0006
H -0.66 0.09 -3.10 0.0071
H -1.38 -2.08 -2.99 0.0037
H 0.29 -3.72 -4.05 0.0062
H 0.07 -3.96 -2.37 0.0028
H 2.35 -3.99 -2.39 0.0003
H 2.56 -2.77 -3.67 -0.0008
H -1.96 -1.86 -0.43 0.0166
H -2.22 -0.91 -1.91 0.0169
H -2.14 -0.12 -0.29 0.0236
P -0.38 1.96 -0.78 0.0312
P 1.63 -0.44 0.97 0.1147
N -0.98 2.38 -2.67 0.0220
N -1.11 3.42 -0.25 0.0080
N 2.10 -2.55 1.16 0.0824
N 1.57 -0.28 2.65 0.0238
C 1.40 2.22 -0.45 0.0114
C 2.25 1.30 0.54 0.0471
C -2.06 1.66 -3.19 0.3351
C -2.43 2.15 -4.45 0.1035
C -1.58 3.27 -4.70 0.1416
C -0.77 3.42 -3.56 0.3284
C -2.53 3.49 -0.19 0.0043
C -2.89 4.82 -0.23 0.0021
C -1.69 5.60 -0.34 0.0042
C -0.62 4.72 -0.40 0.0088
C 1.27 -3.46 0.53 0.0150
C 1.72 -4.78 0.71 0.0064
C 2.91 -4.67 1.47 0.0132
C 3.14 -3.30 1.69 0.0172
C 2.07 -1.05 3.72 0.0014
C 1.67 -0.44 4.90 -0.0016
C 0.89 0.72 4.57 -0.0048
C 0.86 0.80 3.20 0.0046
H 1.52 3.28 -0.18 0.0026
H 1.86 2.09 -1.44 0.0024
H 3.24 1.16 0.08 0.0004
H 2.46 1.85 1.47 0.0017
H -2.44 0.79 -2.68 0.0115
H -3.21 1.75 -5.08 0.0006
H -1.53 3.87 -5.62 0.0027
H -0.09 4.23 -3.33 0.0118
H -3.13 2.59 -0.11 0.0014
H -3.89 5.19 -0.18 0.0000
H -1.64 6.67 -0.37 0.0001
H 0.44 4.89 -0.46 0.0004
H 0.41 -3.16 -0.07 -0.0016
H 1.21 -5.67 0.37 0.0003
H 3.54 -5.48 1.83 0.0010
H 3.97 -2.84 2.22 0.0004
H 2.60 -1.96 3.56 0.0002
H 1.90 -0.78 5.89 0.0002
H 0.40 1.39 5.27 -0.0001
H 0.41 1.53 2.54 0.0019
C -2.93 1.69 4.11 0.0598
C -2.51 2.04 2.82 0.0344
C -2.02 1.06 1.98 0.1116
C -1.84 -0.27 2.41 0.0821
C -1.16 -1.24 1.67 0.7746
C -1.23 -2.57 1.95 0.1987
C -1.60 -2.94 3.29 0.0602
C -2.10 -1.99 4.16 0.1907
C -2.27 -0.64 3.75 0.0293
C -2.81 0.39 4.57 0.0945
H -3.31 2.48 4.76 0.0012
H -2.57 3.07 2.48 0.0001
H -1.65 1.32 0.98 0.0072
H -1.01 -3.35 1.24 0.0100
H -1.48 -3.99 3.57 0.0025
H -2.41 -2.23 5.18 0.0075
H -3.18 0.13 5.56 0.0037
```

**Energy relative to the best compared isomer or geometry (same formula, charge and spin)**: 345.4 kJ/mol
**Spin multiplicity**: 5
**Maximum force**: 3.40 eV Å⁻¹
**Kohn-Sham gap (spin up / spin down)**: 3.979 / 3.702 eV
**Total charge**: +2
**<S²>**: 6.069